# C39H37FN3

An isolated ion of composition C39H37FN3 and charge +1 in a non-equilibrium geometry (ωB97M-V/def2-TZVPD, the Open Molecules 2025 dataset).

Positions of all 80 atoms, in Å:
C  6.1735  1.4750  -4.3986
C  -2.8571  0.6570  1.3188
H  -1.5645  -3.7729  -2.1302
H  5.5014  3.0252  1.9443
C  -0.8265  0.3125  -3.1513
H  -4.9784  0.2963  1.1852
C  0.3496  0.9686  -2.9182
C  -2.4208  -0.7945  1.1351
H  -2.6217  2.1297  -0.9986
H  -0.9484  -0.3613  -3.9956
C  -2.1804  2.9630  1.6460
C  4.6707  2.3377  2.1190
H  -1.3826  3.6984  1.7702
H  2.1707  -2.4118  3.0926
H  -4.4455  -4.0952  3.7730
H  5.4492  1.7054  4.0482
C  -1.7164  1.6430  -1.3419
H  -6.0792  -4.6934  1.9710
H  -3.6885  -1.9395  -2.5244
C  -1.7703  0.4312  -2.0965
C  -4.4668  -3.5459  2.8314
N  0.6132  1.4333  -1.6144
C  2.6338  1.3075  1.3659
H  4.7648  3.3620  -3.0832
C  2.6087  0.5940  2.6068
H  6.9418  2.1330  -3.9732
C  3.6237  0.6683  3.5462
H  2.7540  3.0042  -1.6361
H  -0.8363  1.2616  1.6975
H  -3.7625  4.4310  1.5829
H  -4.4967  -1.4797  -0.4653
C  3.2981  2.1521  -2.0463
H  -0.7978  -0.3768  -0.1607
C  -3.5190  -1.8312  1.4172
H  3.6972  2.7910  0.2345
C  1.1399  -0.4136  1.2443
C  -4.1969  1.0503  1.2851
C  -1.6837  -1.0410  -0.1993
C  4.6480  -0.0423  -3.1103
N  1.6819  -0.4397  2.4924
C  5.0613  1.2532  -3.4194
H  5.1466  -0.8878  -3.5817
C  -1.2812  -2.5336  -0.3691
H  0.5126  -1.2321  0.9097
H  -0.2365  2.6570  -0.1042
H  1.8691  -1.2265  4.4065
C  -4.5193  2.4106  1.3732
H  3.2638  -1.2602  -1.9745
C  -3.5556  -2.5074  2.6372
N  -2.3637  -0.6642  -1.4847
C  -5.4033  -3.1306  0.6386
H  1.2175  0.8649  -3.5704
C  2.8982  0.8541  -1.7443
C  -3.5159  3.3680  1.5345
C  3.5867  -0.2507  -2.2374
H  6.6242  0.5182  -4.6771
H  -2.0889  -1.8296  -3.2755
H  3.6142  0.0082  4.4128
H  -1.3977  -3.1002  0.5631
H  5.7957  1.9502  -5.3145
C  4.6582  1.5853  3.3025
H  -2.8537  -2.2391  3.4276
C  -2.1384  -3.0829  -1.5033
H  -0.2183  -2.5598  -0.6604
H  -3.0030  -3.6307  -1.1087
H  -6.1280  -3.3522  -0.1470
C  -0.4613  1.9952  -0.9402
H  -5.5668  2.7118  1.3137
C  -2.6144  -1.8830  -2.3156
F  -1.3991  -1.0334  2.1351
C  3.6670  2.2134  1.1511
C  1.5558  -1.5549  3.4157
C  -5.3801  -3.8695  1.8250
H  0.5095  -1.8803  3.4608
C  1.6695  0.6492  0.5044
C  -1.8654  1.6059  1.5753
H  1.3358  -0.4218  -1.2174
C  -4.4817  -2.0949  0.4399
C  4.4166  2.3538  -2.8558
C  1.5896  0.6337  -0.9896

Output
SMILES	Cc1ccc([C@@H](c2cn(C)c3ccccc23)[n+]2ccc(N3CCC[C@@H]3C(F)(c3ccccc3)c3ccccc3)cc2)cc1
multiplicity	1
maximum force	0.081	hartree/bohr
frontier orbital gap	5.9784	eV
charge	+1
total energy	-1772.175662	Eh
E_LUMO	-4.250	eV

---

# C4H8O2

A 2-piece molecular cluster, C4H8O2 overall (ωB97M-V/def2-TZVPD, the Open Molecules 2025 dataset).

Positions of all 14 atoms, in Å:
C  -1.0180  -1.5240  -0.6564
H  0.6003  1.5841  -0.7623
C  -0.6397  -0.1095  -0.9863
C  1.5191  -0.1394  0.2324
H  1.8720  -1.1272  -0.1225
C  0.4628  0.5225  -0.5747
H  -2.0412  -1.5512  -0.2656
H  -1.0025  -2.1617  -1.5471
H  -0.3660  -1.9671  0.1012
H  0.7376  1.7777  1.7748
H  -0.7319  1.6651  1.4327
O  2.0200  0.3539  1.2232
H  -1.3683  0.4585  -1.5646
O  -0.0718  2.3104  1.7153

Output
SMILES	C/C=C\C=O.O
multiplicity	1
maximum force	0.009	hartree/bohr
frontier orbital gap	10.4262	eV
total energy	-307.653010	Eh
energy relative to the best compared isomer or geometry (same formula, charge and spin)	1.617	eV
E_LUMO	0.147	eV

---

# C20H25F15O10

A 5-piece molecular cluster, C20H25F15O10 overall in a non-equilibrium geometry (ωB97M-V/def2-TZVPD, the Open Molecules 2025 dataset).

Positions of all 70 atoms, in Å:
H  7.9595  18.8795  15.7898
C  13.6689  14.3763  9.5005
H  15.2971  16.8083  11.9811
H  5.0583  19.4909  15.2254
C  7.2086  16.6440  15.0169
H  10.4829  9.7607  8.7410
C  15.4207  15.7354  11.8427
C  10.5119  10.8482  8.6397
O  14.1362  13.4505  14.6654
F  11.7284  12.1620  17.6502
C  10.5894  11.6287  9.9989
C  13.2242  14.0803  15.0482
H  10.3942  12.6643  9.7824
O  7.9601  16.9437  14.1650
F  5.2360  15.3730  14.4071
C  10.2575  12.7886  13.5333
H  6.8403  19.0377  17.1749
C  12.7589  14.7206  8.2184
C  13.3549  15.0904  16.2266
O  10.3755  10.5741  19.5353
H  13.0585  7.6324  19.4313
C  6.1562  19.5610  15.0823
H  16.0970  15.4150  12.6312
O  13.4387  15.1878  10.5095
H  9.9348  13.6306  12.9341
F  13.1999  14.4440  6.9928
F  7.1236  14.2588  14.2832
C  6.9393  18.7688  16.1262
H  12.1122  11.9585  14.1446
C  6.4730  15.2059  14.9662
F  14.1912  11.4413  11.9496
H  10.8589  6.9047  18.4702
O  11.4680  9.5599  11.8462
C  12.1366  10.3618  11.3008
O  10.9346  8.9358  18.0749
C  11.7309  12.9030  13.7043
F  14.5594  15.7215  16.2280
H  12.2284  13.0953  12.7642
C  10.6832  10.1283  18.4961
H  14.2608  13.9180  12.0654
F  11.6581  13.9511  8.3592
F  12.3573  16.0242  16.0977
C  13.6940  10.2692  11.4906
H  13.4807  15.3561  12.6289
H  9.7667  11.3208  10.6434
C  12.1252  7.8509  19.9387
C  10.8901  7.8386  19.0584
H  9.6713  12.9017  14.4618
C  14.1014  14.9745  11.8172
F  14.2306  9.9596  10.2563
H  12.1049  7.1385  20.7543
H  9.5694  11.1154  8.1646
H  6.3829  20.6271  15.1335
F  6.1721  14.7232  16.2147
F  11.5652  10.6120  16.2505
H  11.3730  11.1022  7.9788
O  11.8686  11.4540  10.5820
F  12.4343  16.0251  8.1730
H  9.8904  11.8381  13.1118
H  12.1660  8.7862  20.4437
O  6.7223  17.3378  16.0039
C  10.9504  11.1401  17.3265
H  10.0843  7.9924  19.7512
F  14.0351  9.3671  12.3769
O  11.9842  13.9450  14.6993
O  14.4341  13.4402  9.4405
F  9.7463  11.6037  16.9313
H  15.9604  15.6270  10.8644
F  13.2346  14.5811  17.4435
H  6.3787  19.2667  14.0710

Output
SMILES	CCOC(=O)C(F)(F)F.CCOC(=O)C(F)(F)F.CCOC(=O)C(F)(F)F.CCOC(=O)C(F)(F)F.CCOC(=O)C(F)(F)F
multiplicity	1
maximum force	0.063	hartree/bohr
frontier orbital gap	11.7672	eV
total energy	-3027.521588	Eh
energy relative to the best compared isomer or geometry (same formula, charge and spin)	1.746	eV
E_LUMO	0.584	eV

---

# C63H48FGaGeI2NO2P3

C63H48FGaGeI2NO2P3 as an isolated structure (ωB97M-V/def2-TZVPD, the Open Molecules 2025 dataset).

Positions of all 122 atoms, in Å:
H  3.5570  -3.3541  -2.5038
C  -3.6539  -1.2759  -4.4654
H  -5.3178  4.4664  -1.4710
C  4.3036  -1.6029  1.2472
N  -0.5643  -0.8417  -2.5210
C  -0.5544  2.4776  -2.4313
H  -0.8297  -4.7647  5.2166
H  5.4858  0.0255  3.9701
C  3.6367  -0.9853  -3.1514
H  1.6246  -5.5769  1.4591
C  0.0702  -1.4502  -4.7248
C  0.1409  3.6743  0.0305
H  -1.4892  -3.2724  -0.7919
H  3.0850  -1.8494  -3.4932
C  -0.3868  2.5033  4.9500
C  -4.5472  -0.8995  -3.4988
C  -3.7148  -0.4696  2.5800
C  -4.1236  -0.5646  -2.2030
P  -0.8860  2.2946  -0.6491
H  -4.8371  -3.9867  1.4568
C  3.2274  -0.7827  0.9040
H  -3.1330  3.6460  -2.2371
C  2.0426  4.5822  1.2189
H  2.9327  4.4320  1.8180
H  -0.0036  -3.4452  -0.3194
H  1.4336  3.2658  -2.1736
C  -4.6484  3.9923  -0.7652
H  3.5762  -5.7837  -2.3431
C  -1.5013  2.0472  -3.3620
C  1.9787  -3.7115  0.4726
C  3.8022  0.6273  2.7889
C  0.0030  2.5746  -5.1596
H  1.7019  -1.3157  2.7728
H  -2.4764  -3.3226  1.2424
H  -5.7525  -0.1686  3.1537
H  -6.4709  -2.4327  2.4736
C  -1.2251  2.1032  -4.7192
C  -2.9304  2.8001  1.0450
C  4.1664  0.6793  -1.5169
H  1.3826  -0.8738  -3.0994
H  -5.6021  -0.8473  -3.7313
C  2.5909  -5.8462  -0.4429
C  1.6678  5.8650  0.8475
C  2.9957  0.3579  1.6839
C  1.2791  3.4931  0.8182
C  2.5207  -3.0541  -0.6387
C  1.8043  -2.9016  4.2016
H  0.8717  -1.6340  -5.4260
C  -1.8666  -0.9556  -2.8649
H  0.2202  7.0573  -0.1918
C  -0.9233  -3.2201  3.7407
C  -2.5539  2.9171  -0.2936
H  -5.9844  4.2363  0.8915
C  -3.4169  3.5224  -1.2002
C  5.2473  0.7247  -3.6667
H  1.5893  -4.4894  5.6280
H  -3.4283  0.5366  2.8463
P  -1.0058  -0.9765  1.9832
C  -2.2697  -1.2921  -4.1799
C  -2.7915  -0.6328  -1.8348
H  0.9893  3.3192  3.5366
I  -5.5073  0.1379  -0.8091
Ge  1.5166  1.6331  1.3976
H  -1.4988  -1.8823  -6.1066
H  -1.1072  5.1247  -0.9393
C  2.0232  -5.0916  0.5771
C  -4.1562  3.2761  1.4747
H  3.5990  1.5021  3.3977
C  3.4628  -0.4751  -1.8622
C  4.8605  -0.2035  3.1176
C  0.3696  -1.0491  -3.4212
C  5.1137  -1.3184  2.3357
C  -5.0344  -0.8646  2.7396
C  1.0899  -3.8690  4.8958
Ga  -0.3603  -0.3858  -0.4679
I  -4.3725  -1.7496  -6.3847
H  1.5565  -3.1329  1.2859
H  2.6257  -6.9246  -0.3691
H  4.6572  -0.8295  -5.0209
C  5.0459  1.2711  -2.4082
C  -5.0213  3.8682  0.5636
H  -1.9853  -3.3451  3.5915
H  5.5843  2.1600  -2.1069
H  5.9570  1.1700  -4.3504
C  0.1633  1.4548  2.8398
H  -2.0500  -0.4141  4.5893
H  2.8624  -2.7647  4.3825
C  0.3147  2.4975  3.7560
C  -3.1964  -2.6278  1.6554
C  0.9586  2.9798  -4.2378
C  0.5250  6.0574  0.0863
C  -2.7775  -1.3640  2.0745
C  3.1221  -5.2057  -1.5492
C  -0.7326  0.4290  3.1180
H  2.2654  6.7115  1.1580
C  -1.2298  1.4443  5.2562
F  1.3857  1.0958  -0.4319
H  1.9206  3.3405  -4.5777
C  -5.4393  -2.1313  2.3510
H  -0.2625  3.3216  5.6464
C  -1.3987  0.4149  4.3463
H  5.9468  -1.9686  2.5669
C  -1.2418  -1.5801  -5.0999
O  -2.3148  -0.3627  -0.6404
H  -4.4368  3.1975  2.5178
C  -0.2674  -4.0236  4.6642
H  -1.9746  1.7821  -5.4320
H  4.5207  -2.4763  0.6475
C  0.6842  2.9349  -2.8800
C  -0.2281  4.9692  -0.3265
H  0.2087  2.6455  -6.2196
C  1.1531  -2.0937  3.2857
C  -4.5211  -3.0061  1.7873
C  -0.2116  -2.2493  3.0410
O  -0.7121  -2.8017  -0.4673
H  -2.4636  1.6807  -3.0258
H  -1.7545  1.4187  6.2018
H  4.0414  1.1363  -0.5486
C  3.0948  -3.8190  -1.6481
P  2.3020  -1.2319  -0.6360
H  -2.2415  2.3438  1.7488
C  4.5280  -0.3985  -4.0367

Output
multiplicity	1
maximum force	0.019	hartree/bohr
frontier orbital gap	6.7193	eV
charge	+2
total energy	-8355.433553	Eh
E_LUMO	-5.287	eV

---

Which value of maximum force does entry 1 give?
0.081 hartree/bohr

---

Among the records above, which one has the highest total energy?
C4H8O2

---

Which formula does entry 3 have?
C20H25F15O10